1.
This record from the OMol25 dataset describes a 7-piece molecular cluster, C15H44O7 overall at a distorted geometry. The level of theory is ωB97M-V with the def2-TZVPD basis set.

Each line ends with the Mulliken charge.
Positions of all 66 atoms, in Å:
1 C -2.208 6.944 2.779  -1.204
2 C -1.800 5.497 3.140  0.512
3 C -2.823 4.411 2.632  -1.190
4 O -0.525 5.255 2.598  -0.576
5 H -1.388 7.620 3.019  0.322
6 H -3.053 7.277 3.382  0.347
7 H -2.578 7.096 1.765  0.296
8 H -1.551 5.397 4.197  0.223
9 H -2.758 4.208 1.563  0.331
10 H -3.873 4.488 2.913  0.339
11 H -2.438 3.475 3.038  0.293
12 H 0.242 5.697 2.971  0.306
13 C 6.503 -4.701 -1.103  -1.133
14 C 7.361 -3.788 -0.238  0.418
15 C 7.530 -2.381 -0.935  -1.258
16 O 6.777 -3.688 1.015  -0.523
17 H 6.392 -5.682 -0.643  0.313
18 H 6.935 -4.957 -2.070  0.360
19 H 5.563 -4.184 -1.296  0.271
20 H 8.387 -4.154 -0.187  0.240
21 H 7.763 -2.505 -1.992  0.333
22 H 8.386 -1.797 -0.597  0.338
23 H 6.660 -1.763 -0.711  0.311
24 H 7.183 -4.381 1.541  0.329
25 C 2.474 0.240 1.504  -1.306
26 C 1.263 -0.767 1.350  0.504
27 C 0.894 -0.811 -0.147  -1.339
28 O 1.749 -2.116 1.572  -0.546
29 H 3.201 -0.060 2.259  0.388
30 H 2.052 1.171 1.883  0.312
31 H 2.951 0.420 0.540  0.315
32 H 0.335 -0.510 1.861  0.347
33 H 0.116 -0.074 -0.348  0.374
34 H 0.587 -1.833 -0.368  0.352
35 H 1.574 -0.590 -0.969  0.331
36 H 2.647 -2.150 1.234  0.267
37 C -7.914 -1.864 -0.302  -1.480
38 C -7.018 -0.738 -0.754  0.700
39 C -5.798 -0.657 0.084  -1.223
40 O -6.688 -1.094 -2.117  -0.580
41 H -7.517 -2.835 -0.600  0.423
42 H -8.938 -1.747 -0.657  0.362
43 H -8.138 -1.737 0.758  0.359
44 H -7.579 0.196 -0.760  0.166
45 H -6.065 -0.155 1.014  0.356
46 H -5.118 0.082 -0.339  0.332
47 H -5.241 -1.588 0.185  0.283
48 H -7.057 -1.928 -2.419  0.299
49 C -3.175 1.743 -4.069  -0.497
50 O -2.339 2.868 -4.147  -0.503
51 H -2.783 0.859 -3.566  0.237
52 H -4.131 2.039 -3.637  0.215
53 H -3.349 1.338 -5.066  0.240
54 H -1.569 2.672 -3.608  0.311
55 C 4.508 2.819 -4.830  -0.464
56 O 5.638 2.441 -5.606  -0.507
57 H 3.730 2.098 -5.080  0.240
58 H 4.758 2.646 -3.783  0.194
59 H 4.158 3.846 -4.935  0.236
60 H 5.408 2.410 -6.537  0.300
61 C -1.475 -5.023 4.279  -0.530
62 O -1.712 -5.098 2.865  -0.497
63 H -1.434 -3.973 4.569  0.240
64 H -2.251 -5.505 4.876  0.241
65 H -0.569 -5.558 4.564  0.240
66 H -0.872 -4.863 2.463  0.306

Results
Electronic energy (Ha): -1124.4140
Energy above the lowest of the compared OMol25 structures with the same formula, charge and spin (kJ/mol): 460.92
M (g mol⁻¹): 336.5
HOMO level (eV): -10.0
Maximum force (hartree/bohr): 0.0822
Structure (SMILES): CC(C)O.CC(C)O.CC(C)O.CC(C)O.CO.CO.CO
Orbital gap (eV): 10.296

2.
This record from the OMol25 dataset describes a 2-piece molecular cluster, C4H11N3O2 overall at a distorted geometry. The level of theory is ωB97M-V with the def2-TZVPD basis set.

Each line ends with the Mulliken charge.
Positions of all 20 atoms, in Å:
1 C -0.811 1.039 -1.849  -0.839
2 C -1.814 0.664 0.274  0.447
3 N -1.824 0.192 1.594  -0.657
4 N -0.779 0.822 -0.402  -0.266
5 N -3.140 0.870 -0.236  -0.620
6 H -2.335 -0.678 1.652  0.254
7 H -0.967 -0.184 2.002  0.313
8 H 1.936 0.950 0.831  0.347
9 H -3.313 1.873 -0.146  0.234
10 H -3.798 0.549 0.468  0.313
11 H -1.825 1.278 -2.170  0.364
12 H -0.456 0.149 -2.363  0.234
13 H -0.099 1.846 -2.001  0.255
14 C 3.103 -1.784 -0.026  -0.979
15 C 2.188 -0.904 0.752  0.757
16 O 1.155 -1.063 1.346  -0.547
17 O 2.704 0.381 0.767  -0.496
18 H 3.688 -2.271 0.763  0.261
19 H 3.712 -1.139 -0.645  0.313
20 H 2.676 -2.591 -0.613  0.312

Results
Electronic energy (Ha): -473.7515
Energy above the lowest of the compared OMol25 structures with the same formula, charge and spin (kJ/mol): 134.69
M (g mol⁻¹): 133.2
HOMO level (eV): -8.9
Maximum force (hartree/bohr): 0.0465
Structure (SMILES): CN=C(N)N.CC(=O)O
Orbital gap (eV): 9.735

3.
This record from the OMol25 dataset describes C38H32Cl2F5HgN8O5S4 as an isolated structure. The level of theory is ωB97M-V with the def2-TZVPD basis set.

Each line ends with the Mulliken charge.
Positions of all 95 atoms, in Å:
1 Hg -0.436 -0.294 0.858  1.119
2 O 4.038 -2.946 0.198  -0.686
3 C 3.561 -3.851 -0.663  0.412
4 C 4.491 -4.666 -1.319  -0.751
5 C 4.076 -5.632 -2.213  -0.253
6 C 2.720 -5.810 -2.477  -0.777
7 C 1.799 -5.006 -1.831  -0.270
8 C 2.189 -4.022 -0.925  -0.054
9 C 1.169 -3.165 -0.235  0.497
10 O 1.583 -2.287 0.585  -0.816
11 N -0.084 -3.416 -0.568  -0.646
12 N -0.995 -2.587 0.054  0.848
13 C -2.201 -2.918 -0.145  -0.368
14 S -3.565 -2.034 0.532  0.085
15 C -4.685 -2.606 -0.770  -0.316
16 C -4.410 -4.083 -0.988  -0.715
17 S -2.618 -4.296 -1.186  -0.155
18 H 3.255 -2.437 0.536  0.168
19 H 5.540 -4.504 -1.105  0.386
20 H 4.815 -6.250 -2.712  0.347
21 H 2.390 -6.567 -3.178  0.390
22 H 0.738 -5.117 -2.013  0.463
23 H -4.516 -2.037 -1.686  -0.078
24 H -5.705 -2.429 -0.426  0.446
25 H -4.891 -4.454 -1.895  0.408
26 H -4.761 -4.665 -0.134  0.301
27 Cl -1.407 -0.461 -2.411  0.032
28 C -2.937 0.340 -2.413  0.094
29 C -3.762 0.081 -3.495  -0.722
30 C -5.023 0.653 -3.576  -0.498
31 C -5.444 1.482 -2.553  -0.691
32 C -4.603 1.729 -1.480  -0.005
33 Cl -5.242 2.777 -0.228  -0.200
34 C -3.305 1.193 -1.343  -0.122
35 S -2.296 1.578 0.017  0.050
36 H -3.400 -0.581 -4.270  0.431
37 H -5.668 0.449 -4.421  0.354
38 H -6.426 1.937 -2.568  0.436
39 O 3.936 -0.276 -2.068  -0.862
40 S 2.823 0.349 -1.298  1.289
41 C 3.429 1.912 -0.656  -0.027
42 C 2.701 2.593 0.306  0.057
43 C 3.159 3.822 0.756  -1.022
44 C 4.362 4.326 0.282  -0.485
45 C 5.106 3.610 -0.648  -0.569
46 C 4.636 2.396 -1.129  -0.484
47 C 1.761 1.076 -2.578  0.295
48 C 0.832 2.078 -2.333  -0.109
49 C 0.043 2.541 -3.374  -0.510
50 C 0.162 1.991 -4.644  -0.526
51 C 1.079 0.978 -4.875  -0.712
52 C 1.887 0.520 -3.842  -0.535
53 H 1.783 2.170 0.699  0.675
54 H 2.560 4.384 1.459  0.383
55 H 4.723 5.283 0.640  0.355
56 H 6.051 4.001 -1.005  0.354
57 H 5.185 1.808 -1.854  0.512
58 H 0.716 2.504 -1.345  0.213
59 H -0.670 3.334 -3.188  0.385
60 H -0.468 2.350 -5.449  0.391
61 H 1.170 0.538 -5.861  0.355
62 H 2.623 -0.258 -3.996  0.501
63 C 1.919 1.022 5.018  -0.969
64 N 2.942 0.855 4.008  -0.221
65 C 2.852 -0.061 2.979  0.286
66 N 1.975 -1.089 3.160  -0.108
67 O 3.578 0.035 2.000  -0.589
68 H 2.204 1.846 5.671  0.399
69 H 1.843 0.129 5.643  0.287
70 H 0.931 1.242 4.603  0.263
71 H 3.443 1.677 3.714  0.288
72 H 1.223 -0.989 3.824  0.280
73 H 1.736 -1.576 2.299  0.168
74 N -4.130 5.984 -1.013  -0.499
75 C -2.852 5.562 -0.753  0.707
76 N -2.430 4.466 -1.424  -0.189
77 N -2.129 6.286 0.055  -0.746
78 C -0.858 5.946 0.247  0.608
79 N 0.260 5.736 0.459  -0.552
80 H -4.807 5.241 -1.109  0.232
81 H -4.418 6.732 -0.403  0.273
82 H -3.156 3.936 -1.886  0.180
83 H -1.810 3.831 -0.918  -0.117
84 F -0.114 -2.999 7.597  -0.358
85 C -0.545 -2.505 6.413  0.699
86 C -0.822 -1.159 6.265  0.326
87 F -0.658 -0.332 7.319  -0.396
88 C -1.261 -0.658 5.056  -0.072
89 F -1.533 0.661 4.980  -0.440
90 C -1.452 -1.457 3.896  0.085
91 O -1.857 -0.987 2.785  -0.777
92 C -1.152 -2.832 4.108  0.466
93 F -1.311 -3.688 3.086  -0.351
94 C -0.720 -3.334 5.317  0.122
95 F -0.464 -4.649 5.449  -0.354

Results
Net charge: -2
Electronic energy (Ha): -5447.5171
Energy above the lowest of the compared OMol25 structures with the same formula, charge and spin (kJ/mol): 68.91
M (g mol⁻¹): 1175.5
HOMO level (spin up / spin down) (eV): -1.7 / -2.8
2S+1: 2
Maximum force (hartree/bohr): 0.0040
Orbital gap (spin up / spin down) (eV): 5.399 / 6.488

4.
This record from the OMol25 dataset describes C15H60NaO15 as an isolated structure at a distorted geometry. The level of theory is ωB97M-V with the def2-TZVPD basis set.

Each line ends with the Mulliken charge.
Positions of all 91 atoms, in Å:
1 Na -5.841 -7.282 19.845  -0.029
2 C -3.854 -4.945 20.301  -0.647
3 O -4.940 -5.281 21.185  0.452
4 H -3.323 -4.092 20.723  0.315
5 H -3.252 -5.836 20.123  0.033
6 H -4.250 -4.661 19.326  0.252
7 H -5.257 -4.487 21.621  -0.126
8 C -8.134 -9.168 19.033  -0.454
9 O -6.770 -9.354 18.758  0.075
10 H -8.778 -9.832 18.457  0.461
11 H -8.299 -9.422 20.080  -0.088
12 H -8.329 -8.122 18.792  0.098
13 H -6.568 -10.293 18.778  0.133
14 C -9.390 -10.227 22.637  -0.128
15 O -10.105 -11.416 22.832  -0.578
16 H -9.918 -9.581 21.935  0.171
17 H -9.245 -9.738 23.600  0.136
18 H -8.420 -10.470 22.203  0.053
19 H -9.861 -11.748 23.699  0.324
20 C -9.286 -8.120 15.355  -0.364
21 O -10.442 -7.947 16.177  -0.510
22 H -9.308 -9.099 14.877  0.377
23 H -9.188 -7.384 14.557  0.405
24 H -8.339 -8.026 15.886  -0.181
25 H -11.219 -8.005 15.616  0.285
26 C -3.893 -9.660 21.574  -0.529
27 O -4.248 -8.295 21.526  0.415
28 H -2.839 -9.917 21.468  0.191
29 H -4.239 -10.091 22.514  0.241
30 H -4.458 -10.254 20.856  -0.013
31 H -3.772 -7.874 22.245  -0.071
32 C -0.048 -8.548 20.194  -0.153
33 O 0.844 -8.220 19.178  -0.532
34 H -1.039 -8.291 19.820  -0.175
35 H -0.122 -9.609 20.432  0.293
36 H 0.203 -8.004 21.105  0.257
37 H 0.502 -8.578 18.356  0.307
38 C -6.116 -8.553 24.779  -0.367
39 O -7.348 -7.931 24.489  -0.547
40 H -5.531 -8.107 25.584  0.316
41 H -6.224 -9.627 24.928  0.329
42 H -5.472 -8.521 23.901  -0.036
43 H -7.887 -8.063 25.273  0.283
44 C -8.616 -6.589 21.437  -0.524
45 O -7.484 -7.426 21.702  0.339
46 H -8.547 -5.579 21.840  -0.008
47 H -8.628 -6.456 20.356  0.141
48 H -9.578 -6.991 21.756  0.314
49 H -7.499 -7.546 22.654  -0.037
50 C -7.297 -12.703 19.194  -0.751
51 O -6.184 -11.875 19.112  -0.483
52 H -7.180 -13.344 20.068  0.382
53 H -8.204 -12.128 19.381  0.257
54 H -7.346 -13.274 18.267  0.243
55 H -5.455 -12.324 19.546  0.285
56 C -6.029 -9.755 15.407  -0.288
57 O -6.620 -10.437 14.390  -0.531
58 H -6.668 -9.670 16.286  -0.143
59 H -5.165 -10.344 15.715  0.378
60 H -5.677 -8.798 15.023  0.317
61 H -5.990 -10.472 13.666  0.315
62 C -7.419 -5.418 17.295  -0.848
63 O -6.986 -5.331 18.672  -0.145
64 H -6.668 -6.064 16.840  0.161
65 H -8.455 -5.701 17.111  0.348
66 H -7.198 -4.522 16.716  0.449
67 H -7.570 -4.676 19.060  0.167
68 C -5.739 -2.279 18.887  0.007
69 O -4.480 -2.041 18.274  -0.538
70 H -5.585 -2.883 19.781  -0.063
71 H -6.264 -1.351 19.115  0.407
72 H -6.432 -2.826 18.248  -0.084
73 H -3.903 -1.558 18.869  0.312
74 C -3.434 -8.761 18.045  -0.340
75 O -3.934 -7.438 18.222  -0.301
76 H -2.790 -8.768 17.165  0.569
77 H -2.853 -9.254 18.824  0.100
78 H -4.290 -9.422 17.914  -0.213
79 H -3.293 -6.822 17.860  0.186
80 C -6.841 -3.514 23.157  -0.646
81 O -5.714 -2.998 22.487  -0.507
82 H -6.821 -3.045 24.140  0.414
83 H -7.848 -3.239 22.840  0.290
84 H -6.790 -4.576 23.399  0.083
85 H -5.581 -2.071 22.697  0.308
86 C -3.260 -6.382 24.093  -0.529
87 O -2.717 -7.686 23.853  -0.468
88 H -4.284 -6.266 23.738  -0.011
89 H -3.325 -6.255 25.173  0.386
90 H -2.689 -5.591 23.606  0.346
91 H -1.786 -7.590 24.070  0.283

Results
Net charge: +1
Electronic energy (Ha): -1897.9949
M (g mol⁻¹): 503.6
HOMO level (eV): -12.0
Maximum force (hartree/bohr): 0.0535
Orbital gap (eV): 10.146